A 2-piece molecular cluster, C6H4F4O3 overall in a non-equilibrium geometry. Source: OMol25; level of theory: the ωB97M-V functional and the def2-TZVPD basis.

Positions of all 17 atoms, in Å:
C  2.02  -0.83  -0.92
C  1.17  -0.54  0.14
C  2.67  1.07  0.07
C  -2.26  0.91  0.56
C  -0.13  -1.10  0.50
C  -1.88  -0.03  -0.57
O  3.21  2.13  0.25
O  3.03  0.06  -0.83
O  1.49  0.74  0.61
F  -0.15  -2.38  0.00
F  -0.55  -1.09  1.77
F  -2.72  -0.92  -0.97
F  -1.27  0.44  -1.68
H  2.31  -1.83  -1.25
H  -1.33  1.39  0.70
H  -2.96  1.58  0.23
H  -2.63  0.41  1.41

Properties
Orbital gap (spin up / spin down) in eV: 8.475 / 8.476
Energy relative to the best compared isomer or geometry (same formula, charge and spin) in kcal/mol: 31.4
Energy in eV: -23295.880
Highest occupied orbital energy (spin up / spin down) in eV: -8.8 / -8.8
Lowest unoccupied orbital energy (spin up / spin down) in eV: -0.3 / -0.3

One molecule with the formula C6H4N2O in a non-equilibrium geometry. Source: OMol25; level of theory: the ωB97M-V functional and the def2-TZVPD basis.

Positions of all 13 atoms, in Å:
N  3.20  -0.44  0.09
C  2.08  -0.25  0.10
C  0.65  -0.27  -0.08
C  -0.11  -1.47  -0.11
C  -1.49  -1.49  -0.11
C  -2.18  -0.28  0.15
N  -1.50  0.82  0.06
C  -0.16  1.02  -0.01
O  0.27  2.14  -0.12
H  0.54  -2.34  -0.12
H  -2.07  -2.40  -0.01
H  -3.25  -0.30  0.25
H  -1.99  1.74  0.13

Properties
Orbital gap in eV: 8.380
Energy relative to the best compared isomer or geometry (same formula, charge and spin) in kcal/mol: 0.0
Energy in eV: -11313.628
Highest occupied orbital energy in eV: -8.9
Lowest unoccupied orbital energy in eV: -0.5

One molecule with the formula C6H4N2O2 in a non-equilibrium geometry. Source: OMol25; level of theory: the ωB97M-V functional and the def2-TZVPD basis.

Positions of all 14 atoms, in Å:
C  1.82  0.58  0.37
C  1.45  -0.72  0.37
C  0.73  1.47  0.04
C  0.05  -0.75  0.02
C  -1.21  -1.52  0.46
C  -0.34  0.66  -0.18
N  -0.54  -1.91  -0.70
N  -1.70  0.73  -0.12
O  -2.41  1.71  -0.22
O  -2.22  -0.47  0.23
H  2.80  1.04  0.62
H  1.98  -1.55  0.59
H  0.65  2.59  0.07
H  -1.08  -1.85  -1.54

Properties
Orbital gap (spin up / spin down) in eV: 6.084 / 7.872
Energy relative to the best compared isomer or geometry (same formula, charge and spin) in kcal/mol: 191.4
Energy in eV: -13353.530
Highest occupied orbital energy (spin up / spin down) in eV: -7.9 / -9.2
Lowest unoccupied orbital energy (spin up / spin down) in eV: -1.8 / -1.3

One molecule with the formula C6H4N4S3 in a non-equilibrium geometry. Source: OMol25; level of theory: the ωB97M-V functional and the def2-TZVPD basis.

Positions of all 17 atoms, in Å:
N  -0.59  5.77  -1.14
C  -0.32  4.72  -0.75
C  0.03  3.39  -0.24
S  -0.36  2.16  -1.53
C  0.16  0.74  -0.65
N  0.68  0.78  0.54
N  1.00  -0.46  1.02
C  0.72  -1.40  0.17
S  1.04  -3.10  0.51
C  -0.63  -3.65  0.99
C  -1.12  -2.99  2.20
N  -1.54  -2.46  3.14
S  0.04  -0.85  -1.32
H  1.08  3.35  0.01
H  -0.53  3.16  0.67
H  -0.56  -4.73  1.18
H  -1.34  -3.44  0.20

Properties
Orbital gap in eV: 9.470
Energy relative to the best compared isomer or geometry (same formula, charge and spin) in kcal/mol: 3.4
Energy in eV: -44751.076
Highest occupied orbital energy in eV: -9.7
Lowest unoccupied orbital energy in eV: -0.3

A 2-piece molecular cluster, C6H4NO2S overall in a non-equilibrium geometry. Source: OMol25; level of theory: the ωB97M-V functional and the def2-TZVPD basis.

Positions of all 14 atoms, in Å:
C  -0.46  1.66  0.83
C  0.84  1.39  1.10
C  -1.41  0.70  0.46
C  1.13  0.01  0.85
C  -1.01  -0.67  0.40
C  0.76  -1.87  -2.77
N  0.29  -0.90  0.51
O  1.63  -1.91  -3.51
O  -0.08  -1.83  -1.97
S  -2.11  -1.96  0.36
H  -0.82  2.62  0.91
H  1.49  2.09  1.56
H  -2.40  1.00  0.54
H  2.15  -0.31  0.73

Properties
Orbital gap (spin up / spin down) in eV: 6.454 / 6.516
Energy relative to the best compared isomer or geometry (same formula, charge and spin) in kcal/mol: 0.0
Energy in eV: -22697.166
Highest occupied orbital energy (spin up / spin down) in eV: -14.9 / -14.5
Lowest unoccupied orbital energy (spin up / spin down) in eV: -8.4 / -8.0
Charge: +1

One molecule with the formula C6H4O. Source: OMol25; level of theory: the ωB97M-V functional and the def2-TZVPD basis.

Positions of all 11 atoms, in Å:
C  2.17  0.74  0.90
C  0.85  0.25  0.53
C  -0.26  -0.14  0.24
C  -1.58  -0.64  -0.06
O  -2.35  -1.07  0.76
C  -2.10  0.58  -1.84
C  -2.01  -0.67  -1.55
H  2.74  -0.05  1.40
H  2.08  1.58  1.59
H  2.74  1.06  0.02
H  -2.28  -1.64  -1.98

Properties
Orbital gap in eV: 9.227
Energy relative to the best compared isomer or geometry (same formula, charge and spin) in kcal/mol: 99.7
Energy in eV: -8328.118
Highest occupied orbital energy in eV: -10.3
Lowest unoccupied orbital energy in eV: -1.1

C6H4O as an isolated structure in a non-equilibrium geometry. Source: OMol25; level of theory: the ωB97M-V functional and the def2-TZVPD basis.

Positions of all 11 atoms, in Å:
C  2.02  0.83  0.85
C  1.21  0.10  0.20
C  -0.75  0.59  -0.11
C  -0.03  -0.45  -0.50
C  -0.28  -1.68  -1.18
C  0.13  1.14  0.89
O  -0.75  -1.75  -2.27
H  -1.77  0.91  -0.24
H  -0.09  -2.52  -0.56
H  -0.15  0.69  1.84
H  0.47  2.14  1.07

Properties
Orbital gap in eV: 9.768
Energy relative to the best compared isomer or geometry (same formula, charge and spin) in kcal/mol: 115.8
Energy in eV: -8327.417
Highest occupied orbital energy in eV: -9.9
Lowest unoccupied orbital energy in eV: -0.1

One molecule with the formula C6H4O. Source: OMol25; level of theory: the ωB97M-V functional and the def2-TZVPD basis.

Positions of all 11 atoms, in Å:
C  -0.71  0.36  0.75
C  -1.90  0.25  -0.45
C  -1.41  -0.87  0.01
C  -0.14  -1.06  0.62
C  0.69  0.11  0.20
C  0.98  0.58  -1.21
O  0.42  0.20  -2.20
H  -0.98  0.77  1.72
H  0.09  -1.68  1.48
H  1.54  0.29  0.88
H  1.76  1.37  -1.24

Properties
Orbital gap in eV: 9.390
Energy relative to the best compared isomer or geometry (same formula, charge and spin) in kcal/mol: 118.8
Energy in eV: -8327.290
Highest occupied orbital energy in eV: -9.2
Lowest unoccupied orbital energy in eV: 0.2

One molecule with the formula C6H4O. Source: OMol25; level of theory: the ωB97M-V functional and the def2-TZVPD basis.

Positions of all 11 atoms, in Å:
C  -0.19  -3.37  -0.28
C  -0.48  -2.20  -0.25
C  -0.38  -0.78  -0.16
C  -1.21  0.21  0.20
C  -0.48  1.31  0.38
C  0.40  2.38  -0.01
O  0.23  1.85  1.36
H  0.08  -4.40  -0.29
H  0.66  -0.50  -0.32
H  0.02  3.38  -0.16
H  1.36  2.12  -0.47

Properties
Orbital gap in eV: 9.376
Energy relative to the best compared isomer or geometry (same formula, charge and spin) in kcal/mol: 121.5
Energy in eV: -8327.173
Highest occupied orbital energy in eV: -8.9
Lowest unoccupied orbital energy in eV: 0.4

One molecule with the formula C6H4O. Source: OMol25; level of theory: the ωB97M-V functional and the def2-TZVPD basis.

Positions of all 11 atoms, in Å:
C  -1.82  1.95  1.17
C  -0.84  1.25  1.16
C  0.33  0.49  1.64
O  0.81  0.77  2.71
C  0.77  -0.54  0.72
C  0.84  -1.02  -0.38
C  0.66  -1.22  -1.81
H  -2.65  2.59  1.35
H  1.59  -1.41  -2.35
H  0.25  -0.26  -2.13
H  -0.07  -2.00  -2.03

Properties
Orbital gap in eV: 10.054
Energy relative to the best compared isomer or geometry (same formula, charge and spin) in kcal/mol: 65.1
Energy in eV: -8329.616
Highest occupied orbital energy in eV: -10.2
Lowest unoccupied orbital energy in eV: -0.2

One molecule with the formula C6H4O. Source: OMol25; level of theory: the ωB97M-V functional and the def2-TZVPD basis.

Positions of all 11 atoms, in Å:
C  3.33  -0.66  0.04
C  2.07  -0.55  0.13
C  0.69  -0.19  -0.06
C  -0.08  0.89  0.44
C  -1.43  0.56  0.31
C  -1.44  -0.70  -0.25
O  -0.23  -1.17  -0.47
H  1.30  0.20  -0.98
H  0.35  1.81  0.82
H  -2.29  1.15  0.57
H  -2.26  -1.34  -0.55

Properties
Orbital gap (spin up / spin down) in eV: 6.857 / 6.845
Energy relative to the best compared isomer or geometry (same formula, charge and spin) in kcal/mol: 122.1
Energy in eV: -8327.144
Highest occupied orbital energy (spin up / spin down) in eV: -8.4 / -8.4
Lowest unoccupied orbital energy (spin up / spin down) in eV: -1.5 / -1.5

C6H4O2 as an isolated structure in a non-equilibrium geometry. Source: OMol25; level of theory: the ωB97M-V functional and the def2-TZVPD basis.

Positions of all 12 atoms, in Å:
C  -2.30  0.58  0.73
C  -1.75  -0.65  0.46
C  -0.49  -0.71  -0.21
C  0.40  0.54  -0.42
C  1.83  0.05  0.02
C  2.83  -0.03  0.83
H  -1.72  1.61  0.03
H  -3.18  0.54  1.25
H  -2.42  -1.54  0.50
H  3.82  0.02  1.67
O  0.09  -1.60  -0.77
O  -0.04  1.70  -0.73

Properties
Orbital gap in eV: 8.948
Energy relative to the best compared isomer or geometry (same formula, charge and spin) in kcal/mol: 132.7
Energy in eV: -10374.821
Highest occupied orbital energy in eV: -9.8
Lowest unoccupied orbital energy in eV: -0.9

One molecule with the formula C6H4O2 in a non-equilibrium geometry. Source: OMol25; level of theory: the ωB97M-V functional and the def2-TZVPD basis.

Positions of all 12 atoms, in Å:
O  2.90  0.64  0.04
C  2.15  -0.31  0.03
C  0.70  -0.35  0.10
C  -0.10  -1.43  0.02
O  -1.42  -1.26  0.17
C  -1.57  0.07  0.46
C  -0.38  0.72  0.42
C  -1.48  1.49  -0.05
H  2.40  -1.28  -0.35
H  0.14  -2.30  -0.40
H  -1.99  2.28  0.63
H  -1.35  1.73  -1.07

Properties
Orbital gap in eV: 9.421
Energy relative to the best compared isomer or geometry (same formula, charge and spin) in kcal/mol: 111.8
Energy in eV: -10375.726
Highest occupied orbital energy in eV: -9.3
Lowest unoccupied orbital energy in eV: 0.1